Record 1
Entry from OMol25: a molecular structure, C32H34AsN4O2Rh in a non-equilibrium geometry (wB97M-V/def2-TZVPD).

CARTESIAN COORDINATES (ANGSTROEM)
Rh 0.00 -1.07 1.27
N -1.53 -2.76 3.71
C -0.68 -1.78 4.14
C -0.64 -1.56 5.52
C 0.14 -0.57 6.04
C 0.91 0.20 5.16
C 0.85 -0.08 3.83
N 0.07 -1.07 3.29
C -1.88 -3.21 2.46
C -2.81 -4.25 2.41
C -3.22 -4.74 1.20
C -2.70 -4.17 0.04
C -1.81 -3.15 0.16
N -1.36 -2.66 1.36
H -2.03 -3.22 4.45
H -1.26 -2.17 6.17
H 0.16 -0.39 7.10
H 1.55 1.00 5.52
H 1.44 0.46 3.12
H -3.21 -4.65 3.34
H -3.94 -5.54 1.15
H -3.00 -4.51 -0.94
H -1.40 -2.67 -0.72
N -5.14 7.39 0.88
C -4.53 6.42 0.94
C -3.76 5.20 1.00
C -2.95 4.84 -0.07
C -2.22 3.67 -0.02
C -2.31 2.84 1.10
C -3.11 3.21 2.18
C -3.84 4.39 2.12
C -1.57 1.60 1.14
C -0.98 0.55 1.17
H -2.89 5.49 -0.94
H -1.59 3.38 -0.85
H -3.17 2.57 3.05
H -4.47 4.68 2.95
C 1.66 -0.76 -7.12
C 1.55 -0.95 -5.64
C 2.67 -1.32 -4.89
C 2.59 -1.51 -3.52
C 3.87 -1.84 -2.79
C 1.33 -1.34 -2.87
C 1.28 -1.58 -1.47
O 0.26 -1.54 -0.75
C 0.18 -0.96 -3.63
C -1.19 -0.76 -3.05
C 0.33 -0.76 -4.99
H 2.69 -0.73 -7.45
H 1.15 0.15 -7.43
H 1.16 -1.59 -7.63
H 3.62 -1.46 -5.38
H 4.60 -2.23 -3.50
H 3.76 -2.58 -2.01
H 4.30 -0.94 -2.35
H 2.22 -1.85 -0.99
H -1.18 -0.37 -2.04
H -1.73 -1.71 -3.03
H -1.76 -0.08 -3.68
H -0.53 -0.46 -5.57
C 1.87 2.57 1.88
As 2.40 1.21 0.65
C 4.30 1.14 0.62
C 1.69 1.70 -1.05
O 1.86 -0.33 1.17
H 2.08 3.55 1.45
H 2.42 2.46 2.81
H 0.80 2.48 2.06
H 4.69 2.01 0.09
H 4.63 0.22 0.12
H 4.66 1.14 1.64
H 2.12 2.65 -1.35
H 0.61 1.80 -0.93
H 1.91 0.94 -1.79

## Properties
- electronic energy (Ha) = -3955.0724
- charge = +2

Atom charges from the Löwdin analysis, given in e for atoms 1 to 5: 1.170 0.150 -0.246 0.021 -0.011

Record 2
Entry from OMol25: a molecular structure, C34H90N6O13 in a non-equilibrium geometry (wB97M-V/def2-TZVPD).

CARTESIAN COORDINATES (ANGSTROEM)
C -0.67 1.19 -4.45
C 0.84 1.25 -4.22
C 1.80 1.51 -5.38
O 2.20 0.38 -6.22
C 2.79 0.75 -7.43
N 0.97 2.20 -3.10
H -0.99 0.64 -5.33
H -1.17 2.14 -4.66
H -1.34 0.94 -3.63
H 1.10 0.22 -3.95
H 2.71 1.94 -4.95
H 1.42 2.26 -6.07
H 2.08 1.14 -8.16
H 3.05 -0.20 -7.89
H 3.71 1.30 -7.27
H 0.47 3.08 -3.21
H 1.96 2.36 -2.98
C -5.15 -1.47 2.42
C -6.64 -1.13 2.13
C -6.88 0.37 1.68
O -6.02 0.66 0.54
C -5.75 2.00 0.18
N -7.03 -1.89 1.03
H -4.92 -1.45 3.49
H -4.29 -0.95 1.99
H -4.99 -2.50 2.10
H -7.34 -1.44 2.90
H -6.76 0.96 2.59
H -7.92 0.58 1.44
H -5.04 1.99 -0.65
H -5.47 2.56 1.08
H -6.66 2.33 -0.33
H -7.83 -1.42 0.63
H -6.37 -1.49 0.38
C 0.42 -2.21 0.86
C 1.77 -3.00 0.98
C 2.96 -2.20 1.65
O 3.06 -0.97 0.92
C 4.04 -0.07 1.51
N 1.31 -4.25 1.48
H 0.01 -2.06 1.86
H -0.32 -2.72 0.26
H 0.55 -1.23 0.39
H 2.00 -3.09 -0.09
H 3.90 -2.74 1.61
H 2.66 -2.01 2.68
H 3.60 0.83 1.09
H 5.06 -0.09 1.11
H 4.10 0.19 2.57
H 0.84 -4.15 2.36
H 2.17 -4.77 1.62
C -2.49 3.77 1.31
C -1.04 3.37 1.65
O -0.97 2.52 2.75
O -3.05 2.54 0.67
H -2.44 4.58 0.58
H -3.15 4.10 2.10
H -0.37 4.22 1.78
H -0.63 2.84 0.79
H -1.46 1.73 2.52
H -3.52 2.78 -0.13
C -4.28 1.84 2.75
C -3.48 1.10 3.81
O -4.37 0.16 4.45
O -4.93 2.96 3.41
H -4.89 1.14 2.18
H -3.54 2.43 2.22
H -3.15 1.77 4.60
H -2.63 0.60 3.34
H -5.19 0.64 4.55
H -5.85 3.15 3.22
C -0.29 1.09 6.00
O 0.48 0.15 5.21
C 0.43 0.53 3.89
C 1.75 0.11 3.16
N 2.78 1.09 3.39
C 2.66 2.44 2.95
C 3.21 2.59 1.61
O 3.20 3.95 0.92
C 1.96 4.52 0.71
H -1.24 1.39 5.55
H 0.41 1.92 6.13
H -0.47 0.79 7.03
H 0.24 1.60 3.83
H -0.44 0.09 3.39
H 1.67 -0.15 2.10
H 2.07 -0.82 3.62
H 2.99 1.09 4.38
H 3.08 3.21 3.61
H 1.63 2.73 2.76
H 2.73 1.96 0.86
H 4.29 2.41 1.61
H 1.16 4.37 1.43
H 1.40 4.39 -0.22
H 1.93 5.61 0.75
C 2.23 -0.72 -1.72
O 3.56 -0.68 -2.29
C 3.76 -0.15 -3.58
C 4.80 -0.96 -4.41
N 4.38 -2.36 -4.85
C 5.53 -3.06 -5.44
C 5.13 -4.52 -5.69
O 4.99 -5.25 -4.47
C 4.80 -6.67 -4.59
H 2.06 -1.43 -0.92
H 1.52 -1.09 -2.47
H 1.98 0.29 -1.39
H 4.09 0.88 -3.42
H 2.77 -0.19 -4.03
H 5.73 -1.00 -3.84
H 5.08 -0.35 -5.27
H 4.11 -2.88 -4.03
H 6.48 -2.90 -4.93
H 5.70 -2.65 -6.43
H 6.08 -4.96 -6.01
H 4.38 -4.76 -6.44
H 5.62 -7.08 -5.17
H 3.99 -6.77 -5.32
H 4.64 -7.25 -3.68
C -3.54 -3.00 1.04
O -3.15 -2.19 2.14
C -1.81 -2.21 2.43
C -1.38 -0.88 3.06
N -0.84 0.14 2.05
C -1.71 0.40 0.88
C -0.94 1.17 -0.12
O 0.12 0.30 -0.70
C 0.63 0.82 -1.87
H -4.59 -2.72 1.07
H -3.55 -4.05 1.31
H -3.09 -2.66 0.11
H -1.08 -2.58 1.70
H -1.84 -2.96 3.22
H -0.61 -0.99 3.83
H -2.26 -0.39 3.47
H 0.12 0.03 1.77
H -2.55 1.01 1.24
H -2.11 -0.48 0.38
H -0.39 1.97 0.36
H -1.53 1.51 -0.98
H -0.08 0.81 -2.70
H 1.42 0.18 -2.26
H 1.20 1.74 -1.83

## Properties
- electronic energy (Ha) = -2654.6514
- charge = 0

Atom charges from the Löwdin analysis, given in e for atoms 1 to 5: -0.046 -0.372 -0.150 -0.198 -0.134

Calculated HOMO-LUMO gap (eV), listed in the same order as above: 6.82; 6.65